The following is a DFT calculation (ωB97M-V/def2-TZVPD) of a 11-piece molecular cluster, C44H106N6O16S5 overall in a non-equilibrium geometry.

XYZ file:
```
177
Properties=species:S:1:pos:R:3:forces:R:3
C -1.77241 0.77631 5.06324 -0.32 -0.88 0.07
C -0.70065 1.80854 5.25435 0.51 0.41 0.03
C -0.77058 2.76973 4.08545 0.54 0.00 -1.34
O 0.16630 3.82725 4.21475 0.02 0.02 0.25
C -0.06250 4.90342 3.31241 -0.24 -0.04 0.33
N -0.81150 2.41945 6.57323 -0.20 0.37 0.24
H -1.74006 0.30456 4.07255 -0.08 0.36 -0.02
H -2.75662 1.22414 5.23667 0.03 -0.02 -0.11
H -1.69803 -0.07373 5.73871 0.15 0.19 0.25
H 0.29334 1.33848 5.20794 -0.15 -0.03 0.09
H -1.77884 3.15126 3.87018 0.09 0.07 0.47
H -0.48571 2.19412 3.16439 -0.28 0.20 0.35
H -0.30878 4.53469 2.31268 0.01 0.06 0.03
H 0.83986 5.51056 3.27237 0.11 -0.11 -0.02
H -0.87712 5.54563 3.68257 0.03 -0.22 -0.20
H -0.09425 3.12785 6.70926 -0.02 -0.17 -0.19
H -1.69589 2.92315 6.66736 0.14 -0.26 -0.10
C 3.17035 1.28164 -3.04876 0.03 1.00 0.32
C 3.92715 0.94474 -4.30728 0.27 -2.49 0.89
C 3.70655 1.81913 -5.48313 -0.37 0.53 0.25
O 4.19967 1.12443 -6.58982 0.94 -0.71 0.26
C 3.56065 1.46919 -7.74415 -1.31 1.05 -1.43
N 5.37251 0.73461 -3.99302 -0.40 0.18 -0.43
H 3.37008 2.32245 -2.77098 -0.14 -0.08 0.21
H 3.48301 0.64359 -2.22050 0.13 -0.04 -0.05
H 2.09089 1.14408 -3.13963 0.04 0.12 -0.20
H 3.51449 -0.04720 -4.59705 0.04 0.33 -0.27
H 4.19466 2.79551 -5.36772 0.02 0.01 -0.06
H 2.62615 1.98241 -5.61448 0.08 0.07 0.15
H 3.64356 2.55077 -7.94973 0.12 -0.14 -0.06
H 2.47043 1.27310 -7.70057 0.23 -0.09 0.12
H 3.93696 0.93453 -8.61021 0.35 -0.19 0.12
H 5.84305 0.39624 -4.83767 -0.19 0.25 0.25
H 5.42031 -0.04265 -3.33693 0.06 0.20 -0.04
C -0.19931 4.86259 -0.55984 0.71 -0.98 1.22
C -0.62062 4.53256 -1.97607 -0.09 1.48 -0.48
C -2.15180 4.69839 -2.02790 0.72 -0.04 -0.25
O -2.60827 4.21887 -3.26957 -1.03 -0.36 -0.32
C -4.04513 4.30399 -3.40773 1.30 0.18 -0.14
N 0.06820 5.46430 -3.00399 -1.56 -0.99 0.45
H -0.41760 5.87446 -0.21048 -0.16 0.01 -0.25
H 0.83927 4.62945 -0.29454 0.14 0.48 -0.81
H -0.65555 4.13911 0.14290 -0.54 0.42 -0.35
H -0.39305 3.47634 -2.16673 0.19 0.30 -0.33
H -2.38369 5.77608 -1.93950 -0.12 -0.23 0.25
H -2.59401 4.12043 -1.20277 -0.12 0.17 -0.04
H -4.54199 3.83511 -2.55611 -0.08 0.19 0.04
H -4.31098 3.74784 -4.30262 0.00 0.01 -0.07
H -4.31052 5.36075 -3.54573 -0.28 -0.21 0.24
H -0.42868 5.29508 -3.90034 0.53 -0.09 0.61
H -0.25472 6.41717 -2.77675 0.35 -0.44 0.15
C 6.26912 0.48752 5.98957 0.03 0.02 -0.72
C 7.06958 -0.79555 5.82788 -0.27 1.36 -0.86
C 6.76726 -1.42453 4.48509 -0.93 -1.75 -0.13
O 5.37833 -1.69032 4.21201 0.85 1.48 -1.29
C 4.75024 -2.35607 5.21585 -0.78 -1.39 1.27
N 8.48671 -0.44294 5.86995 0.35 -0.80 0.28
H 6.52902 0.91794 6.95000 -0.41 0.27 0.12
H 5.20826 0.30325 5.81562 -0.04 0.01 0.66
H 6.50674 1.19311 5.18027 0.34 -0.02 0.24
H 6.75896 -1.44919 6.63839 0.52 -0.29 0.13
H 7.23404 -2.43026 4.45307 0.35 0.40 -0.10
H 7.11314 -0.82590 3.64859 0.16 0.20 0.03
H 3.74899 -2.66232 4.90895 -0.03 0.25 -0.21
H 4.65147 -1.74620 6.11773 -0.06 -0.15 0.17
H 5.26490 -3.30192 5.46404 0.08 0.19 0.16
H 8.67225 0.37630 5.30367 -0.15 0.02 -0.01
H 9.04045 -1.20186 5.46741 -0.02 0.24 0.28
C 0.56437 -1.37555 -1.31659 -0.04 -0.67 -0.62
C -0.15047 -0.66952 -0.18932 0.00 1.41 -0.83
C 0.68796 -0.66380 1.06121 0.50 -0.56 -0.06
O 0.93842 -2.00493 1.53261 -1.11 0.63 -0.51
C 1.56806 -1.98226 2.76704 0.86 0.82 0.95
N -0.40922 0.75741 -0.63668 0.06 -0.30 1.15
H 0.76162 -2.44040 -1.14877 0.12 0.19 0.39
H 1.50696 -0.85965 -1.51967 0.00 -0.08 -0.03
H -0.02640 -1.37442 -2.24031 -0.03 0.34 0.12
H -1.14328 -1.10129 -0.01013 0.16 -0.08 0.06
H 0.20793 -0.03893 1.83076 0.10 -0.25 0.08
H 1.66480 -0.22800 0.79397 -0.19 0.19 0.18
H 1.15412 -1.18967 3.41254 -0.12 -0.23 0.01
H 2.63528 -1.73244 2.65221 -0.01 -0.20 0.06
H 1.47422 -2.92787 3.29442 -0.09 -0.21 -0.20
H -1.09339 1.12399 0.02488 -0.29 -0.14 -0.46
H 0.35804 1.41499 -0.42464 0.27 -0.91 -0.37
C 0.60321 -6.74238 -0.59594 -0.24 -0.52 -0.02
C 0.52813 -5.29059 -0.23559 2.27 1.20 0.84
C -0.85205 -4.75882 -0.18615 -1.02 0.39 1.23
O -1.40370 -4.74108 -1.46064 -0.39 -0.19 -0.66
C -2.72679 -4.28245 -1.48806 -0.85 -0.20 -0.49
N 1.15645 -5.01159 1.09574 -1.21 -0.39 -0.03
H 0.15017 -6.92291 -1.57251 0.15 0.06 -0.05
H 0.04395 -7.34839 0.12365 0.11 0.09 0.08
H 1.63733 -7.08700 -0.60527 0.00 -0.05 -0.06
H 1.13720 -4.68682 -0.93576 -0.57 -0.32 -0.46
H -0.90734 -3.75195 0.26332 0.40 0.03 -0.22
H -1.44371 -5.37450 0.52768 0.06 -0.10 -0.44
H -3.38861 -4.80146 -0.76957 0.41 0.21 0.15
H -3.16238 -4.54410 -2.46431 0.33 0.19 0.09
H -2.81978 -3.19067 -1.35780 0.18 -0.23 0.09
H 2.13719 -5.24073 1.10920 0.12 0.07 -0.11
H 1.00850 -4.03011 1.33611 0.34 -0.39 -0.27
C -6.07052 1.92795 0.97846 -0.47 -0.67 -0.70
C -5.79164 1.62976 2.42957 0.35 -0.10 1.17
C -4.28417 1.44899 2.54848 -0.17 0.20 -1.21
S -3.60022 2.67514 1.42662 -0.66 0.18 0.07
O -2.64231 2.02031 0.57717 0.12 -0.12 -0.48
O -3.16594 3.82691 2.17227 -0.16 0.40 -0.03
C -5.15843 3.04646 0.50441 0.76 0.03 1.15
H -7.13153 2.07202 0.78078 0.02 0.44 0.01
H -5.83294 1.01283 0.42131 0.13 0.19 -0.10
H -6.25076 0.69696 2.76450 -0.28 0.15 -0.09
H -6.09128 2.42028 3.12577 -0.22 0.03 -0.25
H -3.99411 0.51819 2.05376 0.07 0.03 0.50
H -3.85164 1.61148 3.51995 0.14 -0.17 0.24
H -4.95656 3.08878 -0.55441 0.05 -0.22 -0.20
H -5.40888 4.03683 0.88422 -0.29 -0.02 -0.04
C -4.88614 -2.27685 1.92483 -1.42 0.05 0.34
C -3.47055 -2.09489 1.47922 1.73 -0.41 0.38
C -2.53470 -2.97889 2.31805 -0.75 -0.52 0.15
S -3.31542 -3.10090 3.94121 -0.10 0.46 -1.37
O -2.62230 -2.20376 4.82627 0.09 -0.18 0.62
O -3.55785 -4.48205 4.24272 0.08 -0.32 0.48
C -4.87542 -2.32350 3.45528 0.86 1.06 0.40
H -5.42326 -3.13491 1.51606 0.38 -0.14 -0.12
H -5.43022 -1.39176 1.58308 -0.26 -0.15 0.07
H -3.16688 -1.06451 1.68075 -0.01 -0.05 -0.35
H -3.27715 -2.33547 0.44291 -0.32 0.34 -0.19
H -1.53189 -2.59143 2.42079 0.26 0.10 0.09
H -2.50302 -4.00206 1.94216 0.03 0.06 0.03
H -4.73338 -1.29964 3.83117 -0.12 -0.15 -0.03
H -5.66841 -2.76465 4.04336 -0.32 -0.34 -0.36
C 4.21641 1.43924 3.07237 -0.52 0.96 1.16
C 4.54674 0.73707 1.77809 -0.19 -0.87 -0.11
C 4.54545 1.81601 0.71311 0.12 0.16 0.45
S 3.12976 2.86412 1.11558 0.52 -0.44 -0.39
O 2.00401 2.50705 0.27676 -0.03 -0.29 0.48
O 3.57472 4.22157 1.07490 0.09 0.87 0.26
C 2.95469 2.27688 2.83053 -0.60 -0.69 -1.52
H 5.00175 2.13157 3.39960 0.17 -0.25 -0.20
H 4.00515 0.78183 3.91764 0.23 -0.23 -0.21
H 3.78764 -0.02719 1.56692 -0.10 0.23 0.00
H 5.46272 0.14998 1.85047 0.22 0.33 -0.10
H 4.48444 1.49248 -0.31739 -0.03 -0.02 -0.14
H 5.39836 2.47515 0.88047 0.05 -0.01 -0.29
H 2.09775 1.60019 2.71480 -0.05 0.17 0.42
H 2.70640 3.11895 3.46112 0.11 0.05 0.25
C 0.61509 -2.94318 -5.06091 0.41 0.54 0.39
C -0.56945 -3.87196 -4.70639 0.59 0.74 0.26
C -1.52812 -3.91505 -5.88266 0.71 -0.14 -0.67
S -0.89342 -2.72571 -7.07664 -0.36 -0.88 0.69
O -1.37914 -1.42760 -6.68509 0.31 0.38 -0.10
O -1.10884 -3.21761 -8.39837 -0.10 0.03 -0.91
C 0.80315 -2.94266 -6.56345 -0.58 0.95 0.42
H 1.54444 -3.20814 -4.55745 -0.10 -0.26 0.08
H 0.40153 -1.92285 -4.73272 -0.06 -0.01 -0.11
H -1.06707 -3.43732 -3.84729 0.02 -0.38 0.37
H -0.11816 -4.82693 -4.46487 -0.53 -0.37 0.14
H -2.54706 -3.63841 -5.65967 -0.29 -0.13 0.01
H -1.44034 -4.84789 -6.43492 -0.44 -0.17 0.13
H 1.32197 -2.04990 -6.89944 0.39 -0.20 -0.25
H 1.19011 -3.88265 -6.93188 0.09 -0.05 -0.38
C -3.49530 -0.79248 -4.49152 0.16 -0.95 -1.07
C -2.84619 0.54847 -4.27734 0.53 0.61 0.35
C -2.85903 0.70687 -2.77252 0.42 0.20 0.69
S -4.45929 0.12731 -2.17884 1.60 -0.48 -1.79
O -5.36998 1.23339 -2.15780 -0.74 0.57 0.38
O -4.30873 -0.73734 -1.03472 -0.28 -0.03 0.39
C -4.75786 -0.85700 -3.68974 -0.52 0.14 0.74
H -2.83039 -1.60460 -4.17799 0.19 0.22 0.10
H -3.74053 -1.02659 -5.53269 0.22 0.25 0.05
H -3.31321 1.39125 -4.78560 -0.32 -0.15 -0.08
H -1.79271 0.56594 -4.55343 -0.07 -0.14 -0.38
H -2.63076 1.69638 -2.38016 -0.27 0.11 -0.06
H -2.06322 0.06594 -2.39308 -0.27 -0.15 0.43
H -5.56184 -0.37893 -4.23958 -0.32 0.00 0.20
H -4.99898 -1.87090 -3.39334 -0.33 -0.07 0.06
```
Forces are in eV/Å.

Output
frontier orbital gap: 0.3448 Ha
strongest force on any atom: 2.70 eV/Å
total charge: 0
total energy: -143219.3012 eV